7
Properties=species:S:1:pos:R:3:forces:R:3:nbo_charge:R:1 method="wB97M-V/def2-TZVPD" spin_multiplicity=1 de_lowest_kj_mol=609.6 max_force_ev_per_a=3.67 charge=0
C -0.8835 0.6163 0.1000 2.243 -2.900 0.155 -0.511
C -0.7134 -0.6392 -0.1505 1.506 -0.388 0.130 0.198
O 1.7693 -1.1184 -0.0183 -2.675 -0.549 -0.055 -0.787
Br 2.5129 0.4326 0.0885 0.289 1.043 0.146 0.318
H -1.6558 1.2113 -0.1755 -2.814 1.327 -0.754 0.254
H -0.1040 1.1952 0.5624 1.165 0.123 0.200 0.271
H -0.9255 -1.6979 -0.4066 0.286 1.345 0.178 0.257